The following is a quantum chemistry calculation of 4 unconnected molecules or ions with the total composition C37H60F17N5O3P, from the OMol25 dataset.

Structure (XYZ):
```
123
Properties=species:S:1:pos:R:3:forces:R:3:lowdin_charge:R:1
O 4.386 -3.270 2.590 1.23 3.61 -1.46 -0.2839
P 4.922 -1.886 2.241 -0.25 -3.30 2.33 0.6502
O 5.492 -1.131 3.675 -1.43 0.21 -3.23 -0.1680
O 6.180 -1.989 1.105 -1.44 1.73 2.14 -0.1618
C 3.549 -0.768 1.553 -0.27 1.36 -2.96 -0.2181
C 4.066 0.656 0.958 0.44 0.17 1.76 -0.0789
N 4.386 0.442 -0.502 -0.29 -2.05 -1.54 -0.0266
C 5.246 1.357 -1.331 1.16 0.19 -0.41 -0.2334
C 6.584 0.795 -1.717 -0.15 2.29 -1.08 0.0134
C 7.522 1.623 -2.601 -4.60 1.91 1.27 0.0120
C 6.885 2.964 -2.966 -0.54 -2.69 1.74 -0.0154
C 5.524 3.319 -2.415 0.47 0.47 -0.48 -0.0954
N 4.628 2.596 -1.597 5.30 -2.16 -1.68 0.1155
C 3.816 -0.653 -1.017 0.60 1.16 2.70 0.1435
C 2.967 -1.317 0.154 -1.87 -0.40 -0.81 -0.2339
C 2.504 -2.845 0.050 1.15 -0.42 -0.16 -0.1303
C 1.722 -3.185 -1.329 1.22 -0.25 -0.01 -0.0542
C 0.455 -4.119 -1.132 1.66 -1.42 0.22 -0.2993
F 0.223 -4.884 -2.311 -0.02 1.99 2.42 0.0727
F 0.832 -5.090 -0.141 -0.91 1.91 -1.77 0.0563
C -0.852 -3.407 -0.561 -0.53 -1.25 1.53 -0.2025
F -0.512 -2.668 0.619 -0.48 -1.38 -2.48 0.0759
F -1.717 -4.458 -0.139 1.55 2.72 -1.27 0.1050
C -1.559 -2.368 -1.540 -0.38 0.45 -2.00 -0.1819
F -0.725 -1.220 -1.695 -1.56 -2.15 0.72 0.0709
F -1.717 -2.880 -2.862 0.78 0.82 3.09 0.0957
C -3.062 -1.951 -1.085 -1.23 -2.14 -0.26 -0.2010
F -3.902 -2.907 -1.735 1.74 2.07 1.42 0.0849
F -3.292 -2.132 0.290 0.72 0.92 -2.78 0.1097
C -3.527 -0.525 -1.649 -1.41 -0.62 -1.84 -0.1883
F -4.953 -0.573 -1.687 3.15 0.56 0.62 0.0946
F -3.144 -0.410 -3.017 -0.62 -0.52 3.16 0.1010
C -2.952 0.744 -0.869 1.55 1.91 -0.79 -0.2096
F -2.135 1.452 -1.805 -1.73 -1.47 2.05 0.0818
F -2.105 0.446 0.217 -1.85 0.03 -2.01 0.1043
C -4.032 1.801 -0.356 -0.14 2.95 -0.73 -0.1608
F -3.272 2.980 0.008 -1.77 -2.88 -0.88 0.0671
F -4.927 2.252 -1.393 2.37 -1.73 2.64 0.0887
C -4.829 1.389 0.968 -0.26 1.03 2.68 -0.3277
F -5.078 0.024 1.104 0.18 3.11 -0.74 0.1298
F -4.009 1.747 2.075 -1.74 -1.04 -2.49 0.0906
F -5.981 2.191 1.099 2.56 -2.52 -0.62 0.1239
H 4.872 -0.372 3.822 0.82 -0.70 0.26 0.0798
H 6.864 -1.297 1.295 -0.56 -0.77 -0.16 0.0893
H 2.636 -0.576 2.202 1.54 -0.61 -0.31 0.1568
H 4.967 0.911 1.605 -0.71 0.20 -1.54 0.1341
H 3.345 1.536 1.030 0.71 -1.37 -0.08 0.1576
H 6.903 -0.236 -1.360 -0.66 1.52 -0.46 0.1080
H 8.548 1.298 -2.951 -1.54 0.36 0.57 0.1175
H 7.437 3.689 -3.646 -0.99 -0.99 1.12 0.1144
H 5.134 4.360 -2.707 0.63 -1.80 0.49 0.1268
H 3.959 -0.977 -2.107 -0.29 0.68 1.77 0.1918
H 1.961 -0.752 0.053 1.34 -0.54 -0.01 0.1723
H 3.450 -3.503 0.087 -1.56 0.92 0.07 0.1287
H 1.914 -3.105 0.984 0.69 0.45 -1.26 0.1284
H 1.539 -2.235 -1.925 -0.32 -1.27 0.74 0.1188
H 2.476 -3.799 -1.948 -1.46 0.77 0.79 0.1469
C -6.802 7.938 -4.224 -0.05 -0.01 0.09 -0.0907
C -5.589 7.024 -4.083 -0.11 0.14 0.05 -0.2738
N -4.646 7.461 -3.061 0.41 0.05 0.07 -0.1942
C -3.357 6.781 -3.132 0.03 0.15 -0.20 -0.2524
C -3.335 5.274 -2.880 0.16 -0.22 0.06 -0.0943
C -5.187 7.636 -1.717 -0.29 0.25 -0.10 -0.2460
C -5.874 6.437 -1.065 -0.02 -0.09 0.27 -0.0843
H -6.496 8.975 -4.383 0.02 -0.08 0.07 0.0804
H -7.400 7.629 -5.084 0.05 -0.02 0.08 0.0734
H -7.449 7.896 -3.344 0.03 0.04 -0.05 0.0648
H -5.080 7.018 -5.053 0.20 -0.05 0.19 0.1176
H -5.936 5.997 -3.907 -0.08 -0.08 -0.07 0.0982
H -2.655 7.264 -2.444 -0.21 0.05 0.06 0.1109
H -2.937 6.962 -4.129 -0.18 0.02 0.00 0.1089
H -3.475 5.030 -1.827 -0.07 0.00 -0.05 0.0408
H -2.361 4.872 -3.173 -0.03 0.00 -0.01 0.0700
H -4.093 4.748 -3.464 0.01 0.03 0.04 0.0685
H -5.906 8.462 -1.745 0.03 -0.08 -0.12 0.1032
H -4.395 7.995 -1.051 0.12 -0.09 -0.22 0.1144
H -6.581 5.944 -1.734 0.03 0.01 -0.03 0.0681
H -6.438 6.771 -0.190 0.02 -0.01 -0.05 0.0746
H -5.154 5.698 -0.713 -0.06 -0.07 -0.08 0.0476
C -10.465 -3.523 -2.039 0.06 0.04 0.07 -0.0919
C -9.619 -4.697 -2.520 -0.03 0.18 0.05 -0.2723
N -8.404 -4.291 -3.217 0.24 -0.05 -0.32 -0.1935
C -7.758 -5.382 -3.940 -0.20 -0.02 -0.18 -0.2521
C -7.211 -6.551 -3.123 0.18 -0.17 -0.02 -0.0901
C -7.503 -3.409 -2.482 -0.28 0.27 0.07 -0.2493
C -6.983 -3.891 -1.129 0.24 0.03 0.15 -0.0869
H -10.688 -2.837 -2.859 0.08 -0.04 0.04 0.0797
H -11.415 -3.890 -1.641 0.09 0.00 -0.01 0.0734
H -9.971 -2.964 -1.240 -0.04 0.01 -0.06 0.0630
H -10.242 -5.278 -3.209 0.27 -0.04 -0.08 0.1188
H -9.401 -5.353 -1.667 -0.08 -0.06 0.08 0.0992
H -6.950 -4.977 -4.560 -0.05 0.14 0.15 0.1106
H -8.483 -5.783 -4.659 -0.08 0.10 0.13 0.1099
H -6.300 -6.280 -2.590 -0.06 -0.03 0.07 0.0526
H -6.953 -7.377 -3.792 -0.03 0.04 0.02 0.0718
H -7.939 -6.933 -2.404 0.03 0.05 -0.02 0.0679
H -8.017 -2.454 -2.325 -0.08 -0.11 -0.01 0.1027
H -6.650 -3.151 -3.118 -0.11 -0.21 -0.12 0.1096
H -7.774 -4.295 -0.495 -0.02 -0.01 -0.05 0.0703
H -6.536 -3.050 -0.590 -0.03 -0.02 -0.01 0.0597
H -6.205 -4.645 -1.239 -0.09 -0.06 0.07 0.0518
C 11.385 0.376 5.057 -0.04 -0.05 -0.06 -0.0944
C 10.919 -0.132 6.417 -0.02 0.03 -0.17 -0.2704
N 9.490 0.044 6.645 -0.30 0.18 0.19 -0.1951
C 9.095 -0.149 8.039 0.12 0.20 0.14 -0.2511
C 9.287 -1.538 8.645 -0.10 -0.14 0.16 -0.0878
C 8.600 -0.555 5.656 0.20 0.18 -0.23 -0.2601
C 8.730 -2.054 5.402 -0.19 -0.23 -0.10 -0.0818
H 11.083 1.414 4.900 -0.04 -0.08 0.04 0.0778
H 12.475 0.332 4.999 -0.09 -0.03 0.02 0.0743
H 10.990 -0.231 4.237 0.02 0.05 0.02 0.0597
H 11.468 0.435 7.175 -0.25 -0.08 0.11 0.1204
H 11.224 -1.181 6.530 0.12 -0.05 -0.01 0.1007
H 8.049 0.149 8.163 0.04 -0.03 -0.21 0.1107
H 9.661 0.565 8.648 0.07 -0.02 -0.17 0.1108
H 8.548 -2.247 8.271 0.09 -0.04 -0.01 0.0550
H 9.155 -1.485 9.729 0.02 0.01 -0.06 0.0741
H 10.285 -1.939 8.459 -0.05 0.02 -0.02 0.0690
H 8.753 -0.036 4.702 0.13 0.02 0.06 0.0947
H 7.561 -0.329 5.918 0.14 0.04 0.24 0.1064
H 9.765 -2.371 5.272 0.00 0.05 0.04 0.0706
H 8.194 -2.314 4.484 0.01 -0.02 0.03 0.0581
H 8.284 -2.641 6.205 0.12 -0.03 -0.03 0.0596
```
Forces are in eV/Å.

Output
E_LUMO (eV): -4.743
Net charge: +1
F_max (eV Å⁻¹): 5.97
Gap between HOMO and LUMO (eV): 4.41

=====

The following is a quantum chemistry calculation of 10 unconnected molecules or ions with the total composition C37H60O30, from the OMol25 dataset.

Structure (XYZ):
```
127
Properties=species:S:1:pos:R:3:forces:R:3:lowdin_charge:R:1
C -4.040 0.634 6.486 -0.87 0.96 1.85 -0.0003
C -2.650 0.360 7.081 -4.21 -0.62 -0.60 -0.3547
C -2.203 -1.049 7.070 -0.30 -1.54 -1.43 -0.0499
O -1.579 -1.089 5.780 1.06 -1.94 -0.23 0.0986
C -1.326 0.101 5.332 1.53 1.76 -0.53 -0.5439
O -0.708 0.368 4.325 -0.86 -0.01 1.35 0.1416
O -1.801 1.013 6.236 2.50 1.25 -1.17 0.1027
H -4.271 0.227 5.560 0.43 -1.26 -1.88 0.0314
H -4.211 1.722 6.299 0.27 -0.66 0.73 0.1132
H -4.833 0.214 7.112 0.04 0.37 0.35 0.0950
H -2.692 0.591 8.101 0.61 1.68 1.36 0.1387
H -2.908 -1.865 6.886 -0.54 0.43 1.10 0.1559
H -1.561 -1.242 7.930 0.55 -0.33 -0.49 0.1407
C -0.083 -4.685 2.597 0.47 0.89 -1.61 -0.0007
C -0.746 -5.474 1.476 2.41 1.05 -0.06 -0.3192
C -0.423 -6.979 1.488 1.16 1.34 0.05 -0.1078
O -1.680 -7.523 1.434 -2.17 -1.95 -0.12 0.0656
C -2.670 -6.587 1.433 -3.68 -3.31 -1.40 -0.5268
O -3.868 -6.859 1.204 4.03 1.11 1.08 0.1024
O -2.129 -5.443 1.630 -1.01 2.77 0.17 0.1098
H -0.164 -5.256 3.478 -0.13 -0.31 1.41 0.0712
H -0.549 -3.687 2.675 0.08 -0.51 0.24 0.0813
H 0.994 -4.534 2.354 -0.63 -0.22 0.18 0.1030
H -0.442 -4.986 0.518 -0.59 -0.56 0.46 0.1271
H 0.115 -7.274 2.421 -0.30 0.01 -0.80 0.1483
H 0.101 -7.221 0.560 0.32 -0.33 0.42 0.1238
C -2.125 -3.146 -0.788 0.76 0.08 2.15 0.0100
C -2.556 -2.295 -1.978 -0.80 -0.21 1.76 -0.2717
C -3.425 -1.096 -1.656 0.52 -0.63 1.83 -0.0089
O -2.337 -0.079 -1.528 -4.38 1.19 1.15 0.1008
C -1.340 -0.465 -2.232 5.44 5.18 0.01 -0.6495
O -0.316 0.259 -2.421 -3.07 -2.26 0.23 0.0752
O -1.477 -1.646 -2.611 1.24 -4.49 -2.50 0.1400
H -2.013 -4.170 -1.036 0.18 -1.02 -0.80 0.0652
H -2.800 -3.244 0.119 0.24 0.80 -1.24 0.1182
H -1.118 -2.900 -0.341 -1.07 0.27 -0.67 0.0806
H -3.052 -2.896 -2.693 -0.26 -0.72 -0.83 0.1464
H -3.980 -1.195 -0.692 0.80 0.33 -0.61 0.1409
H -4.187 -1.050 -2.424 0.26 1.46 -0.54 0.1322
C 1.192 1.717 -6.485 -0.34 -0.57 0.13 -0.0140
C 1.280 3.009 -5.680 -2.34 -0.99 -3.00 -0.3066
C 0.745 2.941 -4.269 -0.11 -0.24 -0.13 -0.0930
O 1.943 2.956 -3.512 1.39 0.06 -0.52 -0.0053
C 3.005 3.297 -4.350 4.23 0.71 4.70 -0.4869
O 4.174 3.480 -3.883 -4.91 -0.84 -2.12 0.0754
O 2.608 3.464 -5.565 0.08 0.42 -1.17 0.1454
H 0.119 1.465 -6.549 0.41 0.16 -0.40 0.1026
H 1.638 0.879 -6.022 0.58 -0.95 1.17 0.0512
H 1.701 1.679 -7.453 -0.46 0.83 -0.09 0.0981
H 0.633 3.630 -6.362 1.11 0.58 1.14 0.1672
H 0.100 2.089 -3.993 0.63 0.07 -0.28 0.1295
H 0.192 3.833 -4.070 -0.41 0.75 0.40 0.1157
C 0.904 5.961 -1.532 0.53 1.54 -1.10 -0.0012
C 1.651 5.868 -0.273 1.86 0.13 0.49 -0.3804
C 3.162 5.986 -0.474 -0.26 -1.74 -0.21 -0.0964
O 3.604 7.023 0.359 -0.14 0.87 -0.39 0.0948
C 2.563 7.594 0.978 -0.22 2.29 2.48 -0.4356
O 2.706 8.528 1.797 -1.31 -3.67 -3.23 0.1068
O 1.373 6.924 0.606 1.16 2.99 1.34 0.0473
H 1.259 6.897 -2.110 -0.73 -1.53 0.77 0.1431
H -0.098 6.055 -1.224 -1.62 0.31 -0.24 0.0749
H 1.002 5.065 -2.128 0.22 -0.19 -0.23 0.0686
H 1.449 5.022 0.348 -0.38 -1.18 -0.22 0.1231
H 3.437 5.971 -1.534 0.22 1.04 0.20 0.1452
H 3.580 5.096 -0.076 0.76 -0.91 0.28 0.1026
C -3.942 1.469 3.225 1.73 0.51 -0.20 -0.0087
C -3.780 0.199 2.494 1.94 3.22 -0.24 -0.3078
C -2.332 -0.026 1.987 -0.60 1.29 -1.31 -0.0626
O -2.138 -1.264 2.581 6.45 1.16 -3.53 0.0935
C -3.150 -1.737 3.103 -1.43 -3.74 2.36 -0.7351
O -3.170 -2.881 3.406 -1.12 -2.05 1.01 0.1716
O -4.043 -0.838 3.336 -2.42 -0.55 1.46 0.1500
H -4.048 2.275 2.556 -0.23 0.99 -0.71 0.0783
H -3.125 1.733 3.904 0.13 -0.35 -0.31 0.0902
H -4.767 1.387 3.817 -2.62 0.08 1.48 0.0615
H -4.437 0.135 1.693 -1.42 0.01 -1.64 0.1349
H -1.522 0.682 2.231 -0.71 -0.27 0.49 0.1178
H -2.320 -0.053 0.872 0.02 -0.51 0.68 0.1238
C 0.799 5.102 3.456 1.88 -0.87 2.36 -0.0165
C -0.429 5.154 2.681 3.14 -0.40 -2.16 -0.4091
C -0.686 3.797 2.022 1.07 -0.47 -0.67 -0.0919
O -2.040 3.552 2.339 -0.13 0.59 0.70 0.0588
C -2.346 4.419 3.349 -4.32 0.77 -0.17 -0.5178
O -3.440 4.480 3.881 1.81 -0.89 -0.41 0.1310
O -1.463 5.393 3.476 -2.72 -0.20 2.69 0.1419
H 1.149 5.999 3.939 -0.48 0.68 0.18 0.0941
H 1.680 4.766 2.963 0.56 -0.38 -1.21 0.0776
H 0.693 4.325 4.243 -0.16 0.46 -0.18 0.1168
H -0.413 5.992 2.014 0.27 0.20 -1.09 0.1465
H -0.106 2.893 2.314 -0.02 0.98 0.41 0.1265
H -0.449 3.910 0.969 -0.79 -0.31 -0.46 0.1169
C 2.979 -0.371 -3.465 -1.23 -2.09 -0.37 -0.0205
O 3.566 -0.527 -4.749 1.23 0.37 -1.97 0.0067
C 3.560 -1.711 -5.352 -3.31 -5.58 2.40 -0.3866
O 3.031 -2.817 -4.714 3.29 6.05 -4.10 -0.0417
O 4.006 -1.685 -6.665 -1.39 1.42 2.60 -0.0419
C 4.055 -2.932 -7.398 0.72 0.73 0.50 -0.0269
H 2.887 0.568 -3.034 1.47 2.50 -0.13 0.0534
H 3.434 -1.035 -2.769 0.12 -0.65 0.50 0.1021
H 1.924 -0.508 -3.578 -0.84 -1.22 0.03 0.0823
H 3.177 -3.509 -7.263 -1.07 -0.34 0.15 0.0697
H 4.833 -3.408 -6.818 0.59 -0.95 -1.04 0.0958
H 4.196 -2.697 -8.491 0.32 -0.17 1.47 0.1170
C 2.926 2.404 -0.789 0.74 1.63 2.19 -0.0378
O 2.862 0.998 -0.418 -0.98 0.06 -0.38 0.0112
C 1.777 0.632 0.282 -4.62 5.47 1.43 -0.4379
O 0.788 1.506 0.676 5.47 -4.92 -2.13 -0.0332
O 1.792 -0.640 0.534 1.53 0.20 -0.53 0.0373
C 0.740 -1.260 1.204 -2.07 0.94 -0.14 -0.0327
H 2.051 2.850 -1.249 -0.19 -0.87 -0.19 0.0743
H 3.842 2.743 -1.328 -0.63 -1.45 -0.04 0.1081
H 3.021 2.930 0.186 -0.15 -0.17 -0.39 0.0887
H 0.605 -0.965 2.230 0.03 0.66 0.33 0.1047
H 0.908 -2.286 1.213 0.76 -1.80 -0.18 0.0604
H -0.188 -1.114 0.631 0.16 0.26 0.37 0.0888
C 1.364 -7.499 -2.701 1.59 -2.95 1.68 -0.0273
O 0.959 -6.504 -1.806 -3.17 -1.40 0.61 0.0117
C 1.622 -5.439 -1.801 7.88 3.57 -2.43 -0.5262
O 2.901 -5.372 -2.208 -6.68 0.02 2.22 0.0119
O 0.881 -4.385 -1.413 -0.37 -1.89 -0.50 -0.0196
C 1.394 -3.108 -1.691 2.33 0.19 -0.67 -0.0456
H 1.708 -7.061 -3.603 0.41 0.21 -0.79 0.0902
H 0.570 -8.249 -2.851 -0.04 0.82 0.10 0.1044
H 2.184 -8.064 -2.135 -0.71 0.66 -1.37 0.1301
H 2.378 -3.087 -1.214 -0.15 0.67 0.07 0.1134
H 0.696 -2.416 -1.324 -0.68 0.88 0.80 0.0426
H 1.566 -2.850 -2.751 -0.23 -0.80 0.19 0.0925
```
Forces are in eV/Å.

Output
E_LUMO (eV): 0.090
Net charge: 0
F_max (eV Å⁻¹): 8.99
ΔE to the lowest compared entry with this formula, charge and spin (kcal per mole): 96.54
Gap between HOMO and LUMO (eV): 10.43
Structure (SMILES): C[C@H]1COC(=O)O1.C[C@H]1COC(=O)O1.C[C@H]1COC(=O)O1.C[C@H]1COC(=O)O1.C[C@H]1COC(=O)O1.C[C@H]1COC(=O)O1.C[C@H]1COC(=O)O1.COC(=O)OC.COC(=O)OC.COC(=O)OC